Here is a molecular structure, C30H34CoN6S2 from the Open Molecules 2025 dataset. Energies are from ωB97M-V with the def2-TZVPD basis set.

ORCA input file:
```
! wB97M-V def2-TZVPD RIJCOSX def2/J DEFGRID3
* xyz 1 5
Co 0.4497 -0.6541 -0.1960
C -2.9487 1.4452 0.7410
C -4.0162 0.3583 0.3748
C -3.7113 -0.8587 -0.5789
N -2.4467 -1.5570 -0.4191
C -2.2345 -2.8003 -0.2063
C -3.2908 -3.7937 -0.1258
C -3.3186 -5.0063 0.4741
C -2.2758 -5.7009 1.1437
C -0.9565 -5.3941 1.0977
C -0.2971 -4.3433 0.4048
C -0.7711 -3.2184 -0.2231
N 0.0942 -2.3805 -0.9166
C 1.2950 -2.9279 -1.5492
C 2.6272 -2.3661 -1.0138
C 3.0182 -0.9564 -1.4836
N 2.1319 0.1045 -0.9606
C 2.5476 1.3344 -0.9405
C 3.8154 1.7225 -1.5098
C 4.6457 2.7587 -1.1477
C 4.5630 3.5900 -0.0274
C 3.4892 3.7038 0.8913
C 2.2268 3.2307 0.7376
C 1.6816 2.4538 -0.3809
N 0.5394 2.6528 -0.9020
C -0.3074 3.8070 -0.5820
C -1.6355 3.6444 0.2234
H -1.8885 -0.2988 1.1025
H -3.2151 1.8121 1.7360
H -4.8940 0.8479 -0.0547
H -4.3330 -0.0655 1.3301
H -3.7095 -0.4783 -1.6029
H -4.5950 -1.5016 -0.4971
H -4.2228 -3.4701 -0.5761
H -4.2787 -5.5131 0.4562
H -2.5595 -6.5931 1.6896
H -0.2973 -6.0755 1.6250
H 0.7849 -4.4242 0.4057
H 1.2507 -2.6844 -2.6193
H 1.3126 -4.0171 -1.4834
H 3.4306 -3.0277 -1.3451
H 2.6232 -2.3990 0.0832
H 3.0062 -0.9315 -2.5796
H 4.0443 -0.7652 -1.1648
H 4.1658 1.1071 -2.3292
H 5.5352 2.8710 -1.7555
H 5.4245 4.2162 0.1697
H 3.6780 4.3110 1.7687
H 1.4953 3.5093 1.4904
H -0.5648 4.2200 -1.5580
H 0.2420 4.5860 -0.0440
H -2.0368 4.6592 0.2003
H -1.3889 3.4480 1.2630
C 2.7496 -0.2486 2.7425
C 1.4296 0.4410 2.6528
N 0.5731 0.2717 1.6842
C -0.5713 1.0429 1.8301
C -0.5864 1.7823 2.9594
S 0.8681 1.5351 3.8464
C -1.6367 0.7268 0.8088
C -2.8125 2.6881 -0.1719
S -2.7130 2.1614 -1.8918
C -1.4651 0.9795 -1.6348
N -1.0539 0.5527 -0.5137
C -0.8362 0.4601 -2.8897
H 2.9702 -0.7353 1.7937
H 2.7365 -1.0048 3.5283
H 3.5456 0.4602 2.9711
H -1.3588 2.4284 3.3462
H -3.7424 3.2528 -0.1132
H -1.4852 0.6282 -3.7496
H -0.6382 -0.6076 -2.7761
H 0.1025 0.9939 -3.0586
*
```

Results
E: -3670.93670 hartree
ΔE to the lowest compared entry with this formula, charge and spin: 2.8145 eV
HOMO-LUMO gap (alpha / beta): 0.243 / 0.169 hartree
E_HOMO (alpha / beta): -9.2 / -9.3 eV

***

Here is a molecular structure, C28H26N4O6STa from the Open Molecules 2025 dataset. Energies are from ωB97M-V with the def2-TZVPD basis set.

ORCA input file:
```
! wB97M-V def2-TZVPD RIJCOSX def2/J DEFGRID3
* xyz 3 1
Ta -0.4968 0.0643 0.0038
C -3.3924 1.5932 0.7600
C -2.6480 1.1559 1.9795
C -3.2527 1.2992 3.2232
C -2.5776 0.9570 4.3722
C -1.2579 0.5156 4.2793
C -0.6895 0.3918 3.0411
N -1.3879 0.6558 1.8941
C 0.7112 0.0140 2.8137
C 1.6591 -0.1288 3.8054
C 2.9610 -0.4428 3.4451
C 3.2851 -0.6109 2.1080
C 2.2973 -0.4546 1.1592
N 1.0315 -0.1506 1.5132
C 2.4942 -0.6414 -0.2855
C 3.7163 -0.8806 -0.8628
C 3.7706 -1.1616 -2.2245
C 2.5954 -1.2497 -2.9383
C 1.3753 -0.9957 -2.3205
C 0.1098 -1.1931 -3.0986
N 1.3439 -0.6258 -1.0177
H -3.8914 2.5388 0.9708
H -4.1584 0.8636 0.4946
H -2.7670 1.7562 -0.1159
H -4.2574 1.6974 3.2664
H -3.0517 1.0583 5.3398
H -0.6944 0.2845 5.1710
H 1.3998 0.0121 4.8439
H 3.7224 -0.5549 4.2060
H 4.2951 -0.8631 1.8225
H 4.6194 -0.8675 -0.2710
H 4.7217 -1.3542 -2.7038
H 2.5992 -1.5426 -3.9797
H -0.1291 -0.3191 -3.7054
H -0.7545 -1.4134 -2.4734
H 0.2425 -2.0346 -3.7771
C -4.1902 -3.0261 -0.1092
C -2.8522 -3.0651 0.5992
C -2.1799 -4.4223 0.5548
O -2.9635 -2.5553 1.9438
C -1.9257 -1.9726 0.0989
O -0.6373 -2.0310 0.1547
O -2.3594 -0.8156 -0.2733
H -4.8477 -3.7654 0.3461
H -4.0788 -3.2760 -1.1655
H -4.6574 -2.0476 -0.0193
H -2.8352 -5.1514 1.0329
H -1.2206 -4.4121 1.0705
H -2.0261 -4.7486 -0.4736
H -2.9508 -3.3002 2.5595
O -1.3823 3.4165 -1.6162
S -0.3946 2.4099 -1.5595
O -1.0416 0.9992 -1.6909
N 0.3394 2.0513 -0.1561
C 1.7351 2.4303 -0.2123
O 2.4707 2.3635 0.7218
C 2.0726 2.8375 -1.6029
C 3.2930 3.3166 -2.0403
C 3.4190 3.6593 -3.3842
C 2.3466 3.5451 -4.2688
C 1.1042 3.0932 -3.8387
C 1.0147 2.7243 -2.5077
H 4.1144 3.4327 -1.3453
H 4.3632 4.0437 -3.7466
H 2.4709 3.8401 -5.3022
H 0.2551 3.0530 -4.5082
*
```

Results
E: -2207.51119 hartree
HOMO-LUMO gap: 0.264 hartree
E_HOMO: -17.8 eV

***

Here is 3 unconnected molecules or ions with the total composition C2H10N2S at a distorted geometry from the Open Molecules 2025 dataset. Energies are from ωB97M-V with the def2-TZVPD basis set.

ORCA input file:
```
! wB97M-V def2-TZVPD RIJCOSX def2/J DEFGRID3
* xyz 0 1
N -1.0611 0.7036 0.8796
C -0.2338 -0.3800 1.4278
C 0.8843 -0.8905 0.5349
N 0.2860 -1.4122 -0.7215
H -0.7635 1.0644 -0.0228
H -1.3825 0.9090 -1.8055
H -1.2029 1.4523 1.5415
H 0.1910 -0.1180 2.4120
H -0.9014 -1.2316 1.6247
H 1.5138 -0.0231 0.2601
H 1.5045 -1.6392 1.0413
H 0.0354 -0.6289 -1.3140
H 1.0269 -1.9149 -1.2026
S 0.2297 1.9210 -1.6901
H -0.1265 2.1882 -2.9653
*
```

Results
E: -589.78691 hartree
ΔE to the lowest compared entry with this formula, charge and spin: 2.7186 eV
HOMO-LUMO gap: 0.287 hartree
E_HOMO: -8.9 eV

***

Here is a molecular structure, C11H14N2OPTi at a distorted geometry from the Open Molecules 2025 dataset. Energies are from ωB97M-V with the def2-TZVPD basis set.

ORCA input file:
```
! wB97M-V def2-TZVPD RIJCOSX def2/J DEFGRID3
* xyz 1 1
C 1.2946 -2.8952 -1.0350
C 2.4346 -2.7773 -1.9095
C 2.2659 -1.5950 -2.7759
C 0.8169 -1.5308 -2.9305
C 0.2143 -2.3325 -1.8687
Ti 1.4260 -0.8788 -1.0518
P 2.8919 -0.1740 0.6399
H 1.2595 -3.5755 -0.1516
H 3.3683 -3.3341 -1.7536
H 3.0707 -0.9810 -3.3105
H -0.8443 -2.5077 -1.6666
H 0.5097 -0.7968 -3.6810
H 3.1693 1.1526 1.1989
H 3.9946 -0.7808 -0.0341
H 2.7343 -1.0368 1.8273
N -3.6823 3.3637 1.7528
C -3.0903 2.3153 2.3325
O -3.4224 1.8800 3.4268
C -2.0234 1.6557 1.5491
C -1.6775 1.9889 0.2373
C -0.7906 1.2102 -0.4941
N -0.1401 0.1581 0.0680
C -0.4279 -0.1525 1.3561
C -1.3325 0.5680 2.1017
H -4.4631 3.8042 2.2525
H -3.4547 3.7564 0.8584
H -2.1189 2.8315 -0.3003
H -0.5797 1.4128 -1.5545
H 0.0968 -0.9969 1.7996
H -1.4995 0.2482 3.1168
*
```

Results
E: -1802.78102 hartree
HOMO-LUMO gap (alpha / beta): 0.234 / 0.234 hartree
E_HOMO (alpha / beta): -10.4 / -10.4 eV